Molecular formula: C51H125N7O15
Method: DFT, ωB97M-V with the def2-TZVPD basis set

XYZ file:
```
198
Properties=species:S:1:pos:R:3:forces:R:3:lowdin_charge:R:1
O 2.414 -1.503 -3.006 0.3 0.0 0.1 -0.205
O 6.821 -4.858 -1.350 0.3 0.1 -0.3 -0.181
O -3.398 -1.665 -2.883 -0.4 -0.1 -0.1 -0.034
O 3.839 2.314 4.839 -0.1 0.1 -0.1 -0.171
O 7.956 -3.672 3.283 0.0 -0.4 -0.1 -0.193
O 1.875 6.158 -0.795 0.4 -0.1 -0.3 -0.109
O 5.235 6.043 7.305 0.0 -0.3 0.0 -0.187
O -2.714 -1.690 4.855 -0.4 -0.1 -0.5 -0.016
O -5.797 2.455 -0.618 -0.2 -0.3 0.2 -0.191
O 5.591 0.809 0.287 -0.2 0.4 0.0 -0.157
O 1.613 -0.721 0.760 0.1 0.2 0.1 -0.196
O 2.842 3.138 -5.146 0.1 0.1 -0.1 -0.195
O -5.553 3.443 -5.274 -0.3 -0.3 0.3 -0.131
O -2.241 0.822 -3.502 0.3 0.1 -0.1 -0.240
O -9.445 5.033 2.726 0.2 -0.1 0.0 -0.191
N -1.986 -2.496 3.923 0.9 0.4 1.0 -0.087
N -2.814 -2.788 -3.528 0.6 0.2 -0.3 -0.071
N 3.971 0.790 -3.237 -0.4 0.1 -0.3 -0.044
N 0.933 0.683 -1.715 0.4 0.3 0.5 -0.036
N 6.039 -3.592 1.049 -0.2 -0.1 -0.1 -0.048
N -8.628 3.021 -0.178 0.1 -0.2 0.0 -0.075
N 3.094 4.951 5.819 0.1 0.0 0.1 -0.050
C 6.326 6.894 7.480 0.3 0.8 -0.1 -0.125
C 4.006 6.724 7.230 -0.2 0.2 0.1 -0.243
C 6.447 -6.002 -2.077 0.0 -0.1 -0.3 -0.114
C 6.102 -2.681 2.175 -0.1 -0.3 0.0 -0.219
C 0.635 1.115 -0.356 0.6 -0.1 0.7 -0.188
C -1.162 1.377 -2.743 -0.4 -0.5 -0.5 -0.185
C -6.717 2.735 -1.663 0.6 0.6 0.2 -0.222
C -5.220 3.298 -6.635 0.6 0.9 -0.5 -0.166
C -3.095 -1.927 -5.780 -0.1 0.4 0.0 -0.025
C 2.580 2.894 4.606 -0.6 0.2 -0.4 -0.253
C 6.090 2.160 0.252 0.2 -1.0 -0.1 -0.129
C 1.897 4.869 -0.216 -0.6 -0.6 0.4 -0.171
C 1.679 3.839 -5.509 0.0 -0.2 0.0 -0.109
C -8.751 5.821 3.666 -0.4 0.4 -0.1 -0.122
C 4.217 2.231 -3.389 -0.2 -0.2 0.1 -0.181
C -1.412 -3.321 -1.667 0.6 -0.2 -0.2 -0.038
C 6.066 -2.902 -0.229 0.2 -0.2 -0.1 -0.210
C 5.810 -3.881 -1.355 -0.6 -0.1 0.7 -0.253
C -1.335 -4.706 3.271 0.4 -0.3 -0.9 -0.140
C -3.751 -4.298 3.732 -0.4 0.2 -0.4 -0.022
C 3.012 3.086 -3.750 -0.5 -0.3 0.5 -0.245
C 2.908 5.710 7.047 -0.6 -0.1 0.0 -0.230
C -1.899 -1.879 2.614 -0.3 0.0 -1.2 -0.500
C -2.153 -5.135 -3.146 -0.6 -0.5 0.3 -0.135
C -4.924 1.387 -0.907 0.1 -0.1 0.0 -0.089
C -3.455 -3.057 -4.816 -0.3 -0.1 -0.2 -0.528
C -8.718 4.860 1.527 0.1 -0.1 0.0 -0.239
C 3.425 0.151 -4.431 0.0 -0.1 0.1 -0.205
C 2.358 -2.835 -2.578 -0.2 -0.8 0.3 -0.093
C -7.749 3.695 -1.115 -0.3 -0.7 -0.3 -0.221
C -0.960 -2.738 1.779 0.5 -0.7 -0.9 -0.139
C -1.295 -4.227 1.816 -0.2 0.2 0.5 -0.172
C -4.978 -3.179 -4.736 -0.4 -0.1 0.1 -0.025
C 2.230 3.783 5.760 0.1 0.0 0.9 -0.230
C -3.238 -1.737 1.849 0.0 0.4 -0.4 -0.012
C 1.726 0.681 0.614 0.2 0.1 -1.1 -0.219
C 6.582 -3.356 3.432 0.3 0.4 0.0 -0.234
C -0.227 0.234 -2.437 -0.4 -0.8 0.0 -0.200
C 8.385 -4.587 4.271 -0.1 0.5 0.3 -0.115
C -2.599 -3.818 -2.507 0.6 0.2 0.6 -0.499
C 4.239 1.438 3.814 0.3 -0.6 0.0 -0.105
C 3.171 -1.327 -4.172 0.4 0.3 -1.1 -0.225
C -2.978 1.808 -4.185 -0.6 -0.6 0.0 -0.114
C -2.089 -4.278 5.579 0.1 0.2 -0.2 -0.036
C -2.867 -4.340 -5.386 0.1 -0.6 -0.1 -0.145
C -2.912 -5.504 -4.410 0.5 -0.1 -0.1 -0.178
C -1.267 -0.495 2.734 -0.2 0.0 1.5 -0.024
C -3.781 -4.016 -1.553 -0.5 -0.4 -0.3 -0.020
C 2.536 -1.199 1.707 0.0 -0.8 -0.1 -0.117
C -9.478 3.902 0.603 0.1 0.0 -0.1 -0.197
C -2.319 -3.898 4.116 0.0 -0.6 -0.1 -0.529
H -8.534 5.825 1.032 -0.1 0.0 0.1 0.120
H 7.323 -6.627 -2.246 0.1 0.1 0.2 0.086
H 6.098 2.515 -0.778 0.1 0.3 0.1 0.063
H 6.780 -4.281 1.077 0.1 0.1 0.0 0.110
H 3.223 0.697 -2.556 0.3 0.0 0.2 0.067
H 0.096 -2.631 2.048 -0.2 0.2 0.5 0.108
H -3.228 -0.834 1.227 0.1 0.1 0.2 0.070
H 2.180 -2.859 -1.501 -0.1 0.2 -0.1 0.093
H 5.078 -2.336 2.345 0.1 0.3 0.2 0.099
H 1.740 4.023 -6.580 -0.1 0.1 0.0 0.088
H 3.896 1.747 2.821 0.1 0.2 0.0 0.072
H 3.835 7.304 8.148 0.0 -0.1 0.0 0.124
H 5.451 2.790 0.865 -0.1 0.0 0.0 0.070
H -0.979 -4.119 -1.052 -0.4 0.0 0.1 0.084
H -3.257 2.601 -3.487 0.1 0.3 -0.3 0.085
H -2.330 -5.920 -2.402 0.1 0.1 0.0 0.122
H 2.810 5.053 7.929 0.3 0.0 0.0 0.121
H -2.277 -4.426 1.374 0.1 0.1 -0.2 0.094
H -0.978 -2.417 0.731 -0.2 0.2 0.3 0.091
H -10.139 3.272 1.200 0.0 0.1 0.2 0.119
H -1.176 0.036 1.797 0.1 -0.2 -0.2 0.063
H 5.682 -3.364 -2.315 0.4 -0.1 -0.1 0.115
H -2.208 -5.358 5.674 -0.2 0.0 0.1 0.087
H -3.037 -0.890 -3.341 0.4 0.0 0.3 0.056
H 5.327 1.373 3.825 0.0 0.2 -0.1 0.093
H -1.607 1.835 -1.854 0.3 0.2 0.1 0.121
H 4.154 0.224 -5.243 -0.1 0.0 0.0 0.127
H 7.232 6.314 7.635 -0.1 -0.2 0.0 0.087
H 1.173 4.062 5.726 0.1 0.2 -0.3 0.122
H 6.490 7.542 6.605 -0.1 -0.1 0.0 0.091
H 6.193 7.566 8.341 -0.1 -0.2 0.0 0.088
H -2.419 -6.372 -4.858 -0.1 0.0 -0.1 0.112
H -4.656 -4.428 -2.067 0.0 0.2 0.0 0.078
H 7.921 -5.568 4.134 0.1 -0.1 0.0 0.088
H -9.355 5.839 4.571 0.1 -0.1 0.1 0.086
H 1.764 2.164 4.478 0.3 -0.3 0.1 0.122
H -4.475 -3.924 4.458 0.0 -0.1 0.0 0.088
H 3.875 0.417 3.987 -0.2 0.1 0.0 0.080
H -8.065 2.440 0.434 0.0 0.1 0.1 0.109
H -3.608 -2.069 -6.733 0.0 0.0 0.0 0.087
H -0.556 -4.775 1.230 0.0 -0.1 0.1 0.109
H -5.273 -4.078 -4.192 0.0 0.0 0.0 0.066
H -2.025 -1.867 -5.988 0.0 -0.2 0.2 0.088
H 4.554 2.551 -2.400 0.3 0.2 -0.2 0.093
H 4.986 2.381 -4.149 0.2 0.1 0.2 0.124
H 9.469 -4.644 4.237 0.0 -0.2 -0.2 0.086
H -7.749 5.443 3.893 0.0 -0.1 -0.1 0.086
H -1.885 0.116 3.402 0.0 0.1 -0.2 0.084
H -5.422 0.617 -1.506 0.1 0.0 0.0 0.092
H -3.394 -0.951 -5.386 -0.1 -0.1 -0.1 0.065
H 6.060 -5.737 -3.070 -0.1 0.0 0.1 0.087
H -1.067 -4.032 5.872 0.0 0.1 0.0 0.086
H 0.565 2.205 -0.290 -0.3 0.0 0.0 0.100
H 1.067 6.597 -0.523 0.0 0.0 0.0 0.073
H 2.211 4.078 -0.904 0.1 0.4 -0.4 0.058
H -5.895 2.601 -7.118 0.0 -0.2 0.2 0.081
H -2.790 -3.746 6.218 0.0 -0.1 0.1 0.076
H 6.757 -1.814 2.003 -0.1 0.0 -0.1 0.125
H 1.631 -0.046 -1.653 -0.3 -0.3 -0.3 0.073
H 1.600 4.784 -4.961 0.0 0.1 -0.1 0.089
H 8.119 -4.207 5.269 0.0 -0.1 0.0 0.087
H -0.620 2.110 -3.352 -0.1 0.2 0.2 0.118
H 5.268 -2.152 -0.272 0.1 0.0 0.2 0.111
H -4.032 1.738 -1.438 0.0 -0.1 -0.1 0.068
H 2.475 -2.291 1.695 -0.3 0.1 0.2 0.090
H -0.600 -3.039 -2.343 -0.2 0.2 0.0 0.071
H 0.882 4.587 0.083 0.1 -0.1 0.2 0.075
H -5.441 -2.333 -4.229 0.2 0.1 0.0 0.082
H 2.662 -1.727 -5.063 -0.2 -0.1 0.2 0.129
H -0.776 -0.570 -1.915 -0.1 0.3 0.2 0.111
H 3.988 7.431 6.388 0.2 -0.1 0.0 0.128
H 1.628 1.248 1.548 0.0 -0.3 0.2 0.119
H 3.583 -1.000 1.449 -0.1 0.6 0.0 0.068
H 2.132 2.626 -3.261 0.0 0.0 -0.2 0.107
H -4.047 -3.065 -1.098 -0.1 0.0 0.0 0.070
H -4.092 -1.657 2.520 0.0 -0.1 0.0 0.086
H -8.670 6.858 3.312 0.1 -0.1 0.0 0.087
H 4.050 4.605 5.836 0.0 0.1 -0.1 0.105
H -10.108 4.469 -0.086 -0.1 0.0 0.0 0.117
H 2.587 3.488 3.678 0.2 0.0 0.0 0.122
H -4.610 0.924 0.028 0.0 0.1 0.0 0.079
H -1.619 -5.763 3.253 -0.1 0.0 0.3 0.118
H -5.297 4.257 -7.167 -0.2 -0.1 0.0 0.080
H -5.408 -3.247 -5.738 0.0 0.0 0.0 0.084
H -7.211 4.541 -0.672 -0.1 0.2 -0.2 0.117
H 2.496 0.617 -4.788 0.0 0.1 0.1 0.114
H -2.031 -1.116 5.212 0.0 0.0 0.2 0.096
H 4.852 -4.374 -1.125 0.0 0.1 -0.1 0.116
H 5.690 -6.582 -1.538 0.0 0.0 0.0 0.091
H 6.000 -4.260 3.644 0.0 0.0 0.0 0.126
H -3.554 -4.745 -0.771 0.3 0.1 0.0 0.080
H -6.187 3.246 -2.478 0.0 -0.2 -0.2 0.112
H 1.549 -3.393 -3.068 0.0 0.1 -0.1 0.083
H -1.657 -2.471 -1.033 -0.1 0.0 -0.2 0.058
H 0.781 3.240 -5.303 0.0 0.1 0.0 0.077
H -5.127 4.222 -4.909 0.1 0.0 -0.1 0.076
H -3.905 1.340 -4.522 0.0 0.1 0.1 0.086
H -3.837 -5.382 3.633 0.0 0.0 0.4 0.087
H 6.497 -2.635 4.257 -0.3 -0.2 0.1 0.126
H 2.327 3.196 6.694 0.0 -0.1 -0.1 0.124
H -0.322 -4.676 3.685 -0.1 0.2 0.1 0.121
H 3.066 4.106 -3.339 0.3 0.0 -0.1 0.119
H -2.461 2.138 -5.091 0.2 0.4 0.2 0.091
H -4.176 2.991 -6.772 -0.1 -0.3 0.0 0.067
H -3.394 -4.629 -6.301 -0.1 0.3 0.0 0.124
H 2.720 0.879 0.180 0.0 0.3 0.2 0.120
H 0.040 -0.248 -3.380 0.3 0.3 -0.1 0.126
H 2.557 4.797 0.654 0.0 0.3 0.0 0.075
H -4.058 -3.920 2.757 0.1 0.1 0.0 0.060
H -7.726 4.436 1.750 -0.1 -0.1 0.0 0.123
H -7.150 1.804 -2.039 -0.2 0.1 0.0 0.127
H -1.827 -4.168 -5.680 0.0 0.1 0.1 0.122
H -0.252 0.626 0.068 -0.3 0.3 -0.4 0.105
H 4.140 -1.843 -4.134 -0.1 -0.1 0.5 0.117
H -0.306 -0.603 3.250 0.1 0.1 -0.3 0.087
H 2.262 -0.811 2.692 0.3 -0.1 0.1 0.080
H 3.283 -3.394 -2.762 0.1 0.3 -0.1 0.071
H 1.951 6.246 7.009 0.1 0.0 -0.2 0.122
H 7.035 -2.397 -0.368 -0.1 0.1 -0.2 0.128
H -3.385 -2.521 1.103 -0.2 -0.3 0.4 0.058
H -1.073 -5.155 -3.313 0.0 0.3 -0.3 0.116
H -8.360 3.986 -1.977 0.1 0.5 0.2 0.126
H 5.944 0.360 -0.487 -0.1 -0.1 0.0 0.062
H -3.935 -5.821 -4.197 0.0 0.2 0.1 0.107
H 7.103 2.141 0.660 0.0 0.4 0.0 0.079
```
Forces are in eV/Å.

Highest occupied orbital energy in Eh: -0.292
LUMO energy in eV: 0.323
Energy relative to the best compared isomer or geometry (same formula, charge and spin) in kJ/mol: 0.0
E in hartree: -3529.6965
SMILES: CC1(C)CCCC(C)(C)N1O.CC1(C)CCCC(C)(C)N1O.COCCNCCOC.COCCNCCOC.COCCNCCOC.COCCNCCOC.COCCNCCOC.CO.CO.CO
Kohn-Sham gap in eV: 8.258
Maximum force in eV Å⁻¹: 1.5